# 1
# C7H28FO7Pd

C7H28FO7Pd as an isolated structure at a distorted geometry (wB97M-V/def2-TZVPD, the Open Molecules 2025 dataset).

The value obtained for the energy above the lowest of the compared OMol25 structures with the same formula, charge and spin is 0.9803 eV. The HOMO-LUMO gap (alpha / beta) comes out at 0.2994 / 0.2043 Ha. Its total energy is -1037.51582 Ha. The calculation puts the LUMO energy (alpha / beta) at -4.1 / -6.7 eV.

The geometry in ORCA input format:
```
! RIJCOSX wB97M-V def2-TZVPD def2/J DEFGRID3
* xyz 1 3
Pd -1.22 -0.26 2.01
F 0.45 0.12 0.77
O 1.54 -1.55 -1.88
O -1.06 -0.50 -2.20
O 3.18 -0.16 1.56
O -2.40 0.26 0.15
O -1.53 -2.30 1.35
O -1.12 1.88 2.49
O 0.64 2.32 -0.88
C 2.58 -2.52 -1.76
C -2.14 2.71 3.04
C 1.87 2.45 -1.55
C -3.67 0.87 -0.05
C -1.62 -1.44 -3.12
C 3.71 1.06 2.04
C -0.36 -2.98 0.76
H 1.82 3.23 -2.31
H -0.39 -4.05 0.97
H 2.70 2.70 -0.87
H -1.33 -2.46 -2.88
H 2.36 -3.22 -0.95
H -1.98 0.22 -0.75
H -4.44 0.50 0.63
H 2.17 1.52 -2.04
H 2.26 -0.03 1.30
H -1.36 -1.15 -4.14
H -0.48 -2.91 -0.32
H -3.66 1.96 0.08
H 2.95 1.68 2.55
H 2.59 -3.10 -2.68
H -2.54 2.36 3.99
H 4.10 1.67 1.23
H -1.72 3.70 3.27
H -2.71 -1.38 -3.08
H 4.52 0.85 2.74
H -3.01 2.83 2.39
H -4.01 0.74 -1.07
H 0.58 1.45 -0.45
H 1.40 -1.18 -1.00
H -2.20 -2.99 1.29
H 3.56 -2.07 -1.58
H -0.45 2.44 2.07
H -0.13 -0.80 -2.17
H 0.55 -2.47 1.05
*
```



# 2
# C7H28N8O7

A 7-piece molecular cluster, C7H28N8O7 overall at a distorted geometry (wB97M-V/def2-TZVPD, the Open Molecules 2025 dataset).

The value obtained for the energy above the lowest of the compared OMol25 structures with the same formula, charge and spin is 7.5487 eV. The HOMO-LUMO gap comes out at 0.2515 Ha. The SMILES is NC(N)=O.NC(N)=O.NC(N)=O.NC(N)=O.CO.CO.CO. Its total energy is -1248.09936 Ha. The calculation puts the LUMO energy at -1.1 eV.

The geometry in ORCA input format:
```
! RIJCOSX wB97M-V def2-TZVPD def2/J DEFGRID3
* xyz 0 1
O -2.34 2.16 -1.59
O -2.54 -0.57 0.80
O 1.10 1.23 2.08
O -2.53 3.92 1.79
O 3.29 -0.86 0.88
O -0.87 0.39 -3.03
O 0.68 -2.43 2.60
N -0.66 -1.99 0.09
N 0.95 -0.23 -4.39
N 0.38 -1.55 -2.73
N 2.05 -2.38 -0.35
N -0.87 2.94 0.54
N 1.90 -0.33 -0.90
N -0.41 3.43 2.63
N -0.34 0.15 0.19
C -1.22 -0.78 0.32
C 0.13 -0.46 -3.42
C 2.46 -1.20 -0.13
C 1.00 0.68 3.37
C -1.28 3.37 1.66
C -3.48 2.73 -2.35
C 0.82 -3.83 2.28
H 0.84 0.64 -4.90
H 2.17 0.69 -0.80
H -0.74 3.63 3.55
H 1.39 -1.06 -4.91
H -1.15 -2.91 0.15
H 1.86 0.02 3.56
H 2.60 -3.03 0.27
H -3.16 3.50 -3.04
H 0.10 2.72 0.40
H 0.93 0.46 1.52
H -3.93 1.90 -2.90
H -0.74 1.12 0.31
H 1.28 -0.65 -1.72
H 0.37 -2.13 -0.03
H 0.95 1.44 4.17
H 0.71 -3.90 1.23
H -0.22 -1.67 -1.92
H 1.05 -2.29 -3.05
H 0.47 2.84 2.53
H 0.06 -4.38 2.81
H 0.11 0.05 3.54
H 1.81 -4.22 2.53
H 0.63 0.00 -0.29
H 1.79 -2.77 -1.26
H 0.32 -1.94 1.88
H -4.23 3.30 -1.69
H -1.94 1.47 -2.13
H -1.55 2.78 -0.19
*
```